18
Properties=species:S:1:pos:R:3 method="wB97M-V/def2-TZVPD" e_above_lowest_kj_mol=358.13 lumo_energy_ha=0.0318 spin_multiplicity=1 e_tot_ev=-8897.986 orbital_gap_ev=8.27 smiles="C=C/C(C)=C/N.O" homo_ha=-0.2722
C 0.48196 -0.60843 0.12277
H -1.15383 0.45884 -2.66728
C -1.85512 0.24194 -1.85121
C -1.42241 -0.83963 1.74007
H 0.83277 -0.21574 -0.82560
H -2.49020 0.69426 0.04646
N 1.39040 -1.49936 0.82821
H 1.98927 -1.91527 0.12793
H -1.15204 -0.24660 2.64396
H -1.36310 -1.93019 1.87439
H -2.84670 -0.04207 -2.19534
C -0.78694 -0.36222 0.50090
H 0.98751 -2.14300 1.49559
H 3.13577 3.12845 -0.76768
H 4.58107 3.17744 -0.99040
H -2.53485 -0.78938 1.56499
C -1.63207 0.32623 -0.52997
O 3.83849 2.56474 -1.11779